(1)
The following is a quantum chemistry calculation of an isolated molecule of C3H7N3O at a distorted geometry, from the OMol25 dataset.

HOMO-LUMO gap   8.7 eV
SMILES string   C/N=C(/N)C(N)=O
Electronic energy   -357.9606 a.u.
Energy above the lowest of the compared OMol25 structures with the same formula, charge and spin   2.428 eV
E_HOMO   -8.19 eV
E_LUMO   0.5281 eV

Each line ends with the natural charge from an NBO analysis.
Atoms and positions in Å:
C 1.33 0.97 -0.56  -0.41
N 0.71 -0.18 -1.16  -0.61
C 0.15 -0.67 -0.09  0.39
N 0.39 -1.90 0.38  -0.74
C -1.11 -0.04 0.56  0.59
N -1.63 1.01 -0.11  -0.81
O -1.65 -0.59 1.51  -0.61
H 2.34 0.75 -0.20  0.19
H 0.87 0.85 0.55  0.16
H 1.37 1.87 -1.21  0.20
H -0.16 -2.25 1.15  0.42
H 1.21 -2.37 0.06  0.41
H -1.28 1.23 -1.04  0.42
H -2.55 1.32 0.16  0.41

---

(2)
The following is a quantum chemistry calculation of a 2-piece molecular cluster, C3H7N3O overall at a distorted geometry, from the OMol25 dataset.

HOMO-LUMO gap   9.7 eV
SMILES string   [H]/N=C\C.N=C=NO
Electronic energy   -357.8732 a.u.
Energy above the lowest of the compared OMol25 structures with the same formula, charge and spin   4.808 eV
E_HOMO   -8.82 eV
E_LUMO   0.9142 eV

Each line ends with the natural charge from an NBO analysis.
Atoms and positions in Å:
H 0.33 -0.27 -2.59  0.35
N 0.50 -0.35 -1.59  -0.71
C -0.51 -0.17 -0.83  0.21
C -1.87 0.25 -1.31  -0.70
H -0.59 -0.71 0.16  0.19
H -2.29 1.02 -0.66  0.23
H -1.82 0.64 -2.33  0.21
H -2.53 -0.61 -1.32  0.23
N 1.13 -0.49 3.31  -0.70
C 1.09 0.06 2.23  0.60
N 1.22 0.32 1.05  -0.29
O 2.36 0.27 0.27  -0.53
H 1.01 -0.16 4.25  0.40
H 1.98 0.21 -0.64  0.51

---

(3)
The following is a quantum chemistry calculation of an isolated molecule of C3H7N3O at a distorted geometry, from the OMol25 dataset.

HOMO-LUMO gap   10.5 eV
SMILES string   [H]/N=C/NC(=O)NC
Electronic energy   -358.0176 a.u.
Energy above the lowest of the compared OMol25 structures with the same formula, charge and spin   0.879 eV
E_HOMO   -9.73 eV
E_LUMO   0.7862 eV

Each line ends with the natural charge from an NBO analysis.
Atoms and positions in Å:
H -4.08 0.07 -0.54  0.34
N -3.32 0.30 0.09  -0.66
C -2.23 -0.16 -0.40  0.27
N -1.00 -0.02 0.24  -0.65
C 0.20 -0.44 -0.27  0.79
O 0.41 -1.00 -1.32  -0.60
N 1.14 0.03 0.71  -0.71
C 2.41 0.42 0.16  -0.41
H -2.15 -0.69 -1.36  0.18
H -0.72 0.45 1.09  0.43
H 1.21 -0.55 1.53  0.39
H 2.19 1.13 -0.64  0.21
H 2.94 -0.45 -0.23  0.19
H 3.00 0.92 0.94  0.20

---

(4)
The following is a quantum chemistry calculation of C3H7N3O as an isolated structure at a distorted geometry, from the OMol25 dataset.

HOMO-LUMO gap   9.1 eV
Electronic energy   -357.8181 a.u.
Energy above the lowest of the compared OMol25 structures with the same formula, charge and spin   6.307 eV
E_HOMO   -8.33 eV
E_LUMO   0.7701 eV

Each line ends with the natural charge from an NBO analysis.
Atoms and positions in Å:
C 1.04 0.68 1.28  -0.44
N 0.50 -0.32 0.37  -0.31
N 1.07 -0.23 -0.86  -0.21
N 0.41 -0.81 -1.85  -0.39
C -1.33 -0.15 -0.09  0.36
C -1.41 -0.36 -1.33  -0.32
O -2.00 0.09 1.03  -0.67
H -1.47 -0.22 1.78  0.49
H 1.39 0.70 -1.12  0.33
H 0.27 -1.78 -1.58  0.34
H -2.00 -0.42 -2.22  0.24
H 1.99 0.34 1.70  0.21
H 1.19 1.66 0.80  0.17
H 0.34 0.82 2.10  0.20

---

(5)
The following is a quantum chemistry calculation of an isolated molecule of C3H7N3O at a distorted geometry, from the OMol25 dataset.

HOMO-LUMO gap   9.8 eV
SMILES string   C=C1N[C@]1(N)ON
Electronic energy   -357.8854 a.u.
Energy above the lowest of the compared OMol25 structures with the same formula, charge and spin   4.475 eV
E_HOMO   -8.86 eV
E_LUMO   0.9761 eV

Each line ends with the natural charge from an NBO analysis.
Atoms and positions in Å:
C 0.59 -1.30 1.58  -0.47
C 0.61 -0.49 0.55  0.12
N 1.20 0.74 0.05  -0.63
C 0.20 0.07 -0.72  0.48
N 0.56 -0.42 -2.00  -0.83
O -1.16 0.55 -0.80  -0.40
N -1.51 1.33 0.34  -0.54
H -0.03 -2.18 1.58  0.21
H 1.21 -1.13 2.45  0.21
H 0.96 1.59 0.53  0.40
H 1.56 -0.56 -2.07  0.39
H -0.02 -1.20 -2.28  0.38
H -2.25 0.82 0.82  0.35
H -1.92 2.19 -0.04  0.35

---

(6)
The following is a quantum chemistry calculation of an isolated molecule of C3H7N3O at a distorted geometry, from the OMol25 dataset.

HOMO-LUMO gap   9.4 eV
SMILES string   C/N=C(/N)C(N)=O
Electronic energy   -357.9986 a.u.
Energy above the lowest of the compared OMol25 structures with the same formula, charge and spin   1.396 eV
E_HOMO   -9.06 eV
E_LUMO   0.3734 eV

Each line ends with the natural charge from an NBO analysis.
Atoms and positions in Å:
C 1.02 -1.19 -0.92  -0.47
N -0.39 -0.90 -0.98  -0.43
C -0.84 0.10 -0.34  0.30
N -2.18 0.45 -0.46  -0.80
C -0.12 0.95 0.70  0.62
N 1.15 0.48 1.13  -0.87
O -0.69 1.82 1.31  -0.54
H 1.23 -2.19 -1.31  0.20
H 1.31 -1.03 0.14  0.23
H 1.61 -0.46 -1.50  0.18
H -2.58 0.87 0.36  0.40
H -2.73 -0.30 -0.86  0.39
H 1.96 0.79 0.61  0.40
H 1.26 0.63 2.12  0.40

---

(7)
The following is a quantum chemistry calculation of an isolated molecule of C3H7N3O at a distorted geometry, from the OMol25 dataset.

HOMO-LUMO gap   9.3 eV
SMILES string   NNC1=NCCO1
Electronic energy   -357.8409 a.u.
Energy above the lowest of the compared OMol25 structures with the same formula, charge and spin   5.687 eV
E_HOMO   -8.45 eV
E_LUMO   0.8410 eV

Each line ends with the natural charge from an NBO analysis.
Atoms and positions in Å:
N 1.37 -2.33 0.33  -0.70
N 1.14 -0.84 0.59  -0.47
C 0.17 -0.16 0.04  0.65
N -0.38 -0.07 -1.10  -0.57
C -1.30 0.99 -1.08  -0.25
C -1.00 1.73 0.31  -0.12
O -0.02 0.83 0.87  -0.49
H 1.82 -2.53 -0.79  0.37
H 0.43 -2.90 0.44  0.36
H 1.58 -0.80 1.55  0.43
H -2.31 0.24 -1.42  0.21
H -1.03 1.83 -1.94  0.19
H -0.73 2.83 -0.09  0.18
H -1.80 2.08 0.89  0.20

---

(8)
The following is a quantum chemistry calculation of an isolated molecule of C3H7N3O, from the OMol25 dataset.

HOMO-LUMO gap   7.3 eV
Electronic energy   -357.9104 a.u.
Energy above the lowest of the compared OMol25 structures with the same formula, charge and spin   3.794 eV
E_HOMO   -7.02 eV
E_LUMO   0.2531 eV

Each line ends with the natural charge from an NBO analysis.
Atoms and positions in Å:
C -0.21 2.16 1.86  -0.72
N -0.25 0.64 1.43  -0.61
C -0.40 0.24 0.00  0.79
O -1.07 0.90 -0.74  -0.54
N 0.28 -0.89 -0.36  -0.65
C 0.26 -1.37 -1.68  0.27
N 0.87 -2.43 -1.97  -0.65
H -0.98 2.59 1.20  0.16
H 0.76 2.49 1.44  0.14
H -1.06 0.28 1.94  0.43
H 0.57 0.21 1.86  0.41
H 0.79 -1.47 0.31  0.42
H -0.32 -0.72 -2.34  0.20
H 0.77 -2.64 -2.96  0.36

---

(9)
The following is a quantum chemistry calculation of an isolated molecule of C3H7N3O at a distorted geometry, from the OMol25 dataset.

HOMO-LUMO gap   10.0 eV
SMILES string   [H]/N=C/NC(=O)NC
Electronic energy   -357.9320 a.u.
Energy above the lowest of the compared OMol25 structures with the same formula, charge and spin   3.208 eV
E_HOMO   -9.39 eV
E_LUMO   0.5920 eV

Each line ends with the natural charge from an NBO analysis.
Atoms and positions in Å:
H -4.06 -0.29 -0.40  0.34
N -3.28 -0.09 0.22  -0.69
C -2.19 -0.18 -0.41  0.28
N -1.01 0.05 0.25  -0.64
C 0.21 0.00 -0.38  0.78
O 0.40 -0.13 -1.57  -0.63
N 1.20 0.15 0.52  -0.65
C 2.64 0.11 0.23  -0.56
H -2.02 -0.43 -1.46  0.19
H -1.07 0.28 1.24  0.41
H 1.08 -0.02 1.50  0.39
H 2.93 0.39 -0.77  0.22
H 2.89 -0.99 0.27  0.23
H 2.27 1.15 0.76  0.34

---

(10)
The following is a quantum chemistry calculation of an isolated molecule of C3H7N3O at a distorted geometry, from the OMol25 dataset.

HOMO-LUMO gap   9.2 eV
SMILES string   [H]/N=C(/N)N(C)C=O
Electronic energy   -357.9669 a.u.
Energy above the lowest of the compared OMol25 structures with the same formula, charge and spin   2.257 eV
E_HOMO   -8.54 eV
E_LUMO   0.7066 eV

Each line ends with the natural charge from an NBO analysis.
Atoms and positions in Å:
H -0.23 -2.49 0.70  0.39
N -0.76 -1.63 0.71  -0.89
C -0.65 -0.68 -0.16  0.64
N -1.69 -0.24 -0.93  -0.81
N 0.37 0.18 0.13  -0.48
C 0.73 1.38 -0.59  -0.43
C 1.10 -0.44 1.26  0.55
O 2.31 -0.48 1.27  -0.57
H -2.51 -0.82 -0.93  0.42
H -1.70 0.68 -1.33  0.39
H 0.58 1.24 -1.67  0.20
H 1.78 1.57 -0.39  0.24
H 0.12 2.22 -0.27  0.19
H 0.53 -0.50 2.20  0.15

---

(11)
The following is a quantum chemistry calculation of C3H7N3O as an isolated structure at a distorted geometry, from the OMol25 dataset.

HOMO-LUMO gap   7.3 eV
Electronic energy   -357.9131 a.u.
Energy above the lowest of the compared OMol25 structures with the same formula, charge and spin   3.722 eV
E_HOMO   -6.62 eV
E_LUMO   0.6957 eV

Each line ends with the natural charge from an NBO analysis.
Atoms and positions in Å:
C -0.51 0.11 0.37  0.21
C 0.77 0.34 -0.08  0.31
N 1.22 1.59 -0.43  -0.81
N 1.59 -0.74 -0.28  -0.80
C -1.62 -1.37 -0.20  -0.02
O -1.34 1.25 0.49  -0.72
N -0.88 -1.15 0.88  -0.52
H -1.96 1.06 1.21  0.48
H 1.27 -1.56 0.22  0.40
H 2.21 1.77 -0.42  0.38
H 0.64 2.35 -0.11  0.41
H 2.59 -0.59 -0.25  0.38
H -2.62 -1.82 -0.13  0.14
H -1.38 -1.23 -1.26  0.16

---

(12)
The following is a quantum chemistry calculation of a 2-piece molecular cluster, C3H7N3O overall at a distorted geometry, from the OMol25 dataset.

HOMO-LUMO gap   9.3 eV
Electronic energy   -357.8608 a.u.
Energy above the lowest of the compared OMol25 structures with the same formula, charge and spin   5.144 eV
E_HOMO   -8.41 eV
E_LUMO   0.8415 eV

Each line ends with the natural charge from an NBO analysis.
Atoms and positions in Å:
C 1.49 1.30 2.02  0.49
C 1.23 0.43 -0.72  -0.49
C -1.26 -0.75 -1.06  -0.43
N -1.47 -0.67 1.22  -0.52
N 0.50 0.02 0.41  -0.33
N -0.67 -0.44 0.27  0.17
O 0.71 1.77 2.75  -0.55
H 0.55 0.70 -1.58  0.20
H 2.07 1.04 -0.25  0.25
H 1.78 -0.53 -1.00  0.19
H -1.60 0.18 -1.49  0.22
H -0.36 -0.96 -1.67  0.21
H -1.90 -1.53 -1.11  0.24
H -1.06 -0.56 2.22  0.34

---

(13)
The following is a quantum chemistry calculation of an isolated molecule of C3H7N3O, from the OMol25 dataset.

HOMO-LUMO gap   7.3 eV
Electronic energy   -357.9112 a.u.
Energy above the lowest of the compared OMol25 structures with the same formula, charge and spin   3.774 eV
E_HOMO   -7.00 eV
E_LUMO   0.2549 eV

Each line ends with the natural charge from an NBO analysis.
Atoms and positions in Å:
C 2.84 -0.17 0.27  -0.72
N 1.42 0.38 0.57  -0.61
C 0.26 0.13 -0.35  0.78
O 0.43 0.02 -1.54  -0.54
N -0.95 0.04 0.29  -0.65
C -2.14 -0.18 -0.41  0.27
N -3.23 -0.16 0.23  -0.65
H 3.02 0.21 -0.75  0.15
H 2.65 -1.25 0.14  0.14
H 1.55 1.39 0.64  0.43
H 1.19 0.06 1.51  0.41
H -1.05 0.21 1.28  0.42
H -1.98 -0.36 -1.47  0.19
H -4.01 -0.34 -0.40  0.36

---

(14)
The following is a quantum chemistry calculation of an isolated molecule of C3H7N3O, from the OMol25 dataset.

HOMO-LUMO gap   10.8 eV
SMILES string   [H]/N=C/NC(=O)NC
Electronic energy   -358.0296 a.u.
Energy above the lowest of the compared OMol25 structures with the same formula, charge and spin   0.551 eV
E_HOMO   -9.90 eV
E_LUMO   0.8876 eV

Each line ends with the natural charge from an NBO analysis.
Atoms and positions in Å:
H 1.40 -1.87 2.69  0.35
N 0.55 -1.50 2.28  -0.66
C 0.69 -0.28 2.00  0.29
N -0.36 0.41 1.36  -0.66
C 0.01 0.74 0.04  0.79
O 1.10 1.22 -0.22  -0.63
N -0.90 0.40 -0.92  -0.63
C -0.40 0.25 -2.28  -0.41
H 1.59 0.32 2.14  0.18
H -1.21 -0.14 1.44  0.38
H -1.67 -0.20 -0.65  0.39
H 0.45 -0.45 -2.31  0.20
H -0.06 1.22 -2.65  0.22
H -1.20 -0.12 -2.92  0.20

---

(15)
The following is a quantum chemistry calculation of a 2-piece molecular cluster, C3H7N3O overall at a distorted geometry, from the OMol25 dataset.

HOMO-LUMO gap   9.9 eV
Electronic energy   -357.2583 a.u.
Energy above the lowest of the compared OMol25 structures with the same formula, charge and spin   2.672 eV
E_HOMO   -18.97 eV
E_LUMO   -9.0789 eV
Total charge   +2

Each line ends with the natural charge from an NBO analysis.
Atoms and positions in Å:
C -2.93 -0.54 -0.12  0.65
C 1.59 -0.01 -0.27  0.42
C -0.75 0.38 0.24  0.33
N 2.44 -0.84 -0.70  -0.61
N -0.57 1.41 0.99  -0.71
N 0.32 -0.35 -0.17  -0.60
O -3.53 0.28 -0.58  -0.24
H -2.96 -1.56 0.29  0.28
H 1.96 0.98 0.15  0.26
H 3.42 -0.62 -0.71  0.48
H 2.05 -1.69 -1.05  0.43
H -1.36 1.71 1.55  0.44
H 0.12 2.11 1.14  0.43
H 0.20 -1.28 -0.75  0.43

---

(16)
The following is a quantum chemistry calculation of C3H7N3O2 as an isolated structure at a distorted geometry, from the OMol25 dataset.

HOMO-LUMO gap   10.0 eV
Electronic energy   -432.9798 a.u.
Energy above the lowest of the compared OMol25 structures with the same formula, charge and spin   9.333 eV
E_HOMO   -9.55 eV
E_LUMO   0.4268 eV

Each line ends with the natural charge from an NBO analysis.
Atoms and positions in Å:
C -0.07 -1.24 -1.24  -0.33
C 0.05 -0.62 0.15  0.41
C -0.27 2.98 1.11  0.64
H 1.59 -2.90 -1.81  0.32
H 0.25 -2.78 0.00  0.38
H -1.29 -1.08 -1.34  0.24
H 0.68 -0.72 -1.80  0.22
H 0.23 -0.68 2.30  0.43
H -0.22 1.26 -0.83  0.39
H -0.67 3.68 2.12  0.16
N 0.21 -2.66 -1.37  -0.79
N 0.35 -1.01 1.27  -0.72
N -0.59 0.65 -0.02  -0.35
O -0.64 1.59 1.23  -0.43
O 0.39 3.52 0.24  -0.57

---

(17)
The following is a quantum chemistry calculation of C3H7N3O2 as an isolated structure at a distorted geometry, from the OMol25 dataset.

HOMO-LUMO gap (alpha / beta)   8.1 / 8.1 eV
Electronic energy   -433.0818 a.u.
Energy above the lowest of the compared OMol25 structures with the same formula, charge and spin   6.557 eV
E_HOMO (alpha / beta)   -8.79 / -8.79 eV
E_LUMO (alpha / beta)   -0.6879 / -0.6880 eV

Each line ends with the natural charge from an NBO analysis.
Atoms and positions in Å:
C 1.74 0.43 0.05  -0.68
N -0.97 1.69 1.23  0.06
C -0.78 -0.09 -0.18  0.70
C 0.66 -0.45 -0.50  0.23
N -1.67 -1.07 -0.22  -0.73
O -0.73 0.48 1.70  -0.56
N 0.97 -1.42 -1.26  -0.57
O -1.25 1.13 -0.45  -0.64
H -0.10 2.09 0.83  0.30
H -1.41 -2.03 -0.03  0.41
H -2.64 -0.81 -0.08  0.42
H 0.15 -1.91 -1.63  0.33
H 2.71 0.03 -0.24  0.24
H 1.68 0.48 1.14  0.25
H 1.64 1.44 -0.36  0.23

---

(18)
The following is a quantum chemistry calculation of a 2-piece molecular cluster, C3H7N3O2 overall at a distorted geometry, from the OMol25 dataset.

HOMO-LUMO gap   9.6 eV
Electronic energy   -433.0743 a.u.
Energy above the lowest of the compared OMol25 structures with the same formula, charge and spin   6.761 eV
E_HOMO   -9.69 eV
E_LUMO   -0.0680 eV

Each line ends with the natural charge from an NBO analysis.
Atoms and positions in Å:
C 1.54 -0.08 -0.05  0.77
C -0.84 -0.67 0.07  0.35
C -1.25 0.53 0.58  -0.12
H 0.29 1.64 -0.40  0.41
H 1.73 2.08 0.74  0.38
H 0.89 -1.93 -0.28  0.43
H -1.74 -2.31 -0.48  0.32
H -0.29 0.96 1.02  0.20
H -2.21 0.64 1.49  0.20
H -1.99 0.95 -1.01  0.47
N 1.03 1.15 -0.17  -0.80
N 0.45 -1.02 -0.32  -0.65
N -1.91 -1.42 0.09  -0.64
O 2.72 -0.37 0.16  -0.61
O -1.53 1.41 -0.40  -0.71